# 1
The following is a quantum chemistry calculation of a 2-piece molecular cluster, C3H5NO2S overall in a non-equilibrium geometry, from the Open Molecules 2025 dataset.

Structure (ORCA input):
```
! RIJCOSX wB97M-V def2-TZVPD def2/J DEFGRID3
* xyz 0 1
C 1.82854 -0.86028 -0.00419
C -1.51763 1.47279 -0.04280
C 3.13575 -1.16027 -0.12264
N 0.68282 -0.63907 -0.02572
O -3.06101 -0.55245 -0.96192
O -2.18250 -0.82243 1.33985
S -1.98349 -0.36556 -0.01520
H -0.55851 1.35835 -0.49550
H -2.27668 1.91851 -0.68134
H -1.42425 1.70245 1.00815
H 3.71717 -1.74813 0.57394
H 3.63979 -0.30390 -0.57265
*
```

Relative energy (zero: lowest compared OMol25 entry of this formula, charge and spin) in eV: 4.401
Kohn-Sham gap (alpha / beta) in eV: 9.6 / 6.2
Largest force on an atom in eV/A: 2.45

# 2
The following is a quantum chemistry calculation of a 2-piece molecular cluster, C4H13NO2 overall in a non-equilibrium geometry, from the Open Molecules 2025 dataset.

Structure (ORCA input):
```
! RIJCOSX wB97M-V def2-TZVPD def2/J DEFGRID3
* xyz 0 1
C -0.70899 0.21654 1.77159
C 0.25122 0.57604 0.65729
N -0.77948 0.88627 -0.48810
C 1.13116 -0.59319 0.47935
C 2.50885 -0.49302 -0.21752
O 3.58317 -0.36823 0.67699
H -0.04348 -0.36698 2.57293
H -1.23927 -0.43064 1.24626
H -1.24749 1.06670 2.21911
H 0.68458 1.61025 0.79975
H -0.28973 0.70722 -1.39080
H -1.04418 1.85980 -0.36358
H 1.06941 -1.25875 1.23765
H 0.59158 -1.35449 -0.27433
H 2.57704 -1.29945 -0.96380
H 2.51732 0.38605 -0.83362
H 4.49770 -0.55012 0.15875
O -4.72522 -0.18673 -2.84250
H -3.93567 -0.37237 -2.30134
H -5.39853 -0.03489 -2.14406
*
```

Relative energy (zero: lowest compared OMol25 entry of this formula, charge and spin) in eV: 2.673
Kohn-Sham gap in eV: 10.1
Structure (SMILES): C[C@H](N)CCO.O
Largest force on an atom in eV/A: 6.22

# 3
The following is a quantum chemistry calculation of C8H3N3O2S as an isolated structure in a non-equilibrium geometry, from the Open Molecules 2025 dataset.

Structure (ORCA input):
```
! RIJCOSX wB97M-V def2-TZVPD def2/J DEFGRID3
* xyz 0 1
O 0.93100 -1.35365 2.81203
O 2.38620 0.01630 2.18205
C 3.19749 0.70401 -1.17577
C 2.08250 0.47172 -0.71598
N -2.49232 0.30411 -1.97343
N -3.14856 -0.41977 0.39334
S -3.88150 -0.05017 -1.07557
C 0.77448 0.15326 -0.28800
C 0.43574 -0.34195 0.89760
C -0.17534 0.41809 -1.36637
C -0.93170 -0.40880 1.16304
C -1.53004 0.23177 -1.16480
C -1.86528 -0.17123 0.13056
N 1.30551 -0.53936 2.05178
H 4.13746 1.03927 -1.62193
H 0.08705 0.74007 -2.35876
H -1.31269 -0.79367 2.11022
*
```

Relative energy (zero: lowest compared OMol25 entry of this formula, charge and spin) in eV: 0.000
Kohn-Sham gap in eV: 7.2
Largest force on an atom in eV/A: 7.27

# 4
The following is a quantum chemistry calculation of an isolated ion of composition C6H11N2O3S and charge +1 in a non-equilibrium geometry, from the Open Molecules 2025 dataset.

Structure (ORCA input):
```
! RIJCOSX wB97M-V def2-TZVPD def2/J DEFGRID3
* xyz 1 1
C 1.10241 -1.84770 -0.68026
S 1.73996 -0.59046 0.13218
O 1.13881 -0.34390 1.40478
O 3.42015 -0.45801 0.18238
C 1.42495 0.83470 -1.07915
C 0.48839 1.79409 -0.29110
C -0.63110 0.97299 0.02387
N -1.20234 -0.00535 -0.63039
C -2.16938 -0.48479 0.13473
N -2.81313 -1.56454 -0.15435
O -2.34172 0.15997 1.22713
C -1.38801 1.21523 1.26812
H 0.94160 -2.69191 -0.13049
H 1.45270 -1.98106 -1.70092
H 3.94648 -0.99970 0.85064
H 0.84409 0.20527 -1.75032
H 2.39185 1.26460 -1.20571
H 1.00919 2.25430 0.57298
H -0.06045 2.69970 -0.79918
H -2.95489 -1.81277 -1.14118
H -3.47060 -2.07080 0.42445
H -0.94030 1.19871 2.25219
H -1.92866 2.25141 1.08961
*
```

Relative energy (zero: lowest compared OMol25 entry of this formula, charge and spin) in eV: 4.239
Kohn-Sham gap in eV: 7.3
Structure (SMILES): C=[S@@](=O)(O)CCC1=NC(=[NH2+])OC1
Largest force on an atom in eV/A: 3.47

# 5
The following is a quantum chemistry calculation of a 10-piece molecular cluster, C7H34N14O10 overall in a non-equilibrium geometry, from the Open Molecules 2025 dataset.

Structure (ORCA input):
```
! RIJCOSX wB97M-V def2-TZVPD def2/J DEFGRID3
* xyz -1 2
C -1.14885 -3.98008 -2.74600
O -1.37843 -5.13814 -2.47617
N -1.79913 -3.25960 -3.52235
N -0.22696 -3.34943 -2.18174
H -2.55953 -3.73096 -3.99110
H -1.79470 -2.25340 -3.43496
H -0.24996 -2.35208 -2.33941
H 0.35651 -3.85719 -1.53223
C -2.05876 3.71449 -1.84062
O -1.63021 4.47553 -1.00245
N -2.11264 2.42807 -1.72470
N -2.55333 4.06275 -2.94050
H -1.74907 2.01054 -0.87995
H -2.41926 1.84080 -2.48706
H -3.02671 3.45382 -3.59258
H -2.47123 5.06907 -2.96685
C 2.08237 3.31755 0.73845
O 3.29101 3.39942 0.84801
N 1.18177 3.25552 1.68728
N 1.35967 3.21975 -0.35131
H 0.27241 3.59574 1.40901
H 1.46524 2.93212 2.60115
H 0.35447 3.13073 -0.30927
H 1.90108 3.03064 -1.18270
C 0.15604 -4.10817 1.52208
O 1.05421 -3.80156 2.29627
N -0.64253 -3.16641 0.98148
N 0.04273 -5.28919 1.09827
H -0.37955 -2.23897 1.28280
H -1.42871 -3.45409 0.41645
H -0.67300 -5.54907 0.43472
H 0.70492 -5.99982 1.37507
C 0.53060 1.38827 4.69589
O 1.70168 1.46900 4.28018
N -0.02829 0.25942 4.98637
N -0.30587 2.37754 4.75258
H -0.90160 0.24567 5.49354
H 0.58443 -0.54213 4.93953
H 0.03653 3.32587 4.69301
H -1.28346 2.16615 4.89303
C -0.28199 0.39856 0.58969
O -1.04002 1.33309 0.54308
N 0.60646 0.19147 1.43798
N -0.20351 -0.47111 -0.37563
H 0.79390 0.98148 2.03869
H 1.37445 -0.44257 1.26989
H 0.55580 -1.13683 -0.39424
H -0.72023 -0.26782 -1.21929
C 0.62583 0.10739 -3.73432
O 0.07079 -0.85005 -3.22312
N 1.68329 0.57523 -3.21665
N 0.08087 0.75361 -4.73329
H 2.13168 1.33817 -3.70346
H 2.09679 0.27932 -2.34399
H 0.66070 1.40485 -5.24299
H -0.89467 0.57750 -4.92670
O 3.43164 -0.69401 2.55951
H 3.18092 -1.49292 3.02332
H 2.72855 -0.07380 2.75245
O 2.47767 -1.48416 -0.44533
H 3.28996 -1.16726 -0.05037
H 2.71094 -2.32991 -0.82811
O -3.09110 0.34436 2.40165
H -2.60811 0.16070 1.59591
H -3.91449 -0.13349 2.30209
*
```

Relative energy (zero: lowest compared OMol25 entry of this formula, charge and spin) in eV: 0.150
Expectation value of S²: 0.7505
Kohn-Sham gap (alpha / beta) in eV: 2.1 / 8.9
Largest force on an atom in eV/A: 8.61

# 6
The following is a quantum chemistry calculation of one molecule with the formula C4H9NO2, from the Open Molecules 2025 dataset.

Structure (ORCA input):
```
! RIJCOSX wB97M-V def2-TZVPD def2/J DEFGRID3
* xyz 0 1
C -2.32242 0.44409 0.68111
C -1.19113 -0.48062 0.27869
N -0.02985 0.23386 -0.19123
C 1.02152 0.55923 0.61958
O 0.96396 0.74033 1.81156
O 2.19806 0.61334 -0.06975
C 2.34245 -0.42029 -1.04594
H -2.60871 1.07733 -0.16666
H -3.19748 -0.12274 1.01057
H -1.97686 1.08612 1.49587
H -0.86247 -1.09544 1.12307
H -1.48966 -1.16981 -0.52230
H -0.02582 0.60453 -1.12641
H 3.32171 -0.28389 -1.49756
H 2.27446 -1.40522 -0.56718
H 1.58226 -0.38083 -1.83342
*
```

Relative energy (zero: lowest compared OMol25 entry of this formula, charge and spin) in eV: 1.105
Kohn-Sham gap in eV: 10.5
Structure (SMILES): CCNC(=O)OC
Largest force on an atom in eV/A: 0.56

# 7
The following is a quantum chemistry calculation of an isolated ion of composition C7H14N3O3 and charge +1 in a non-equilibrium geometry, from the Open Molecules 2025 dataset.

Structure (ORCA input):
```
! RIJCOSX wB97M-V def2-TZVPD def2/J DEFGRID3
* xyz 1 1
H -1.94707 -0.22272 -1.22083
N -1.06577 -0.28326 -0.61304
C -0.49053 -1.34022 -0.12843
N -0.71623 -2.67701 -0.18970
C -1.99301 -3.15963 -0.62209
C 0.70907 -1.09515 0.67362
O 1.34296 -1.94626 1.26557
N 1.07066 0.20454 0.82388
C 2.27926 0.52903 1.56829
C 0.63877 1.24572 -0.15653
O 1.31510 1.24322 -1.24266
C 0.85233 2.16090 -2.27646
O -0.16774 2.21050 0.23567
C -1.10716 2.00280 1.35351
H -0.03502 -3.17481 0.42489
H -2.14909 -2.74863 -1.67778
H -1.94238 -4.30707 -0.71838
H -2.70790 -2.97534 0.09672
H 2.74828 -0.51345 1.59919
H 2.97722 1.09077 0.97425
H 2.10613 0.93123 2.53966
H 0.03772 1.70131 -2.71707
H 1.62221 2.12413 -3.10473
H 0.63392 3.12945 -1.87268
H -0.72324 1.15806 2.07579
H -2.07397 1.64511 1.01394
H -1.21454 3.06678 1.89540
*
```

Relative energy (zero: lowest compared OMol25 entry of this formula, charge and spin) in eV: 1.487
Kohn-Sham gap in eV: 9.9
Structure (SMILES): [H]/N=C(\NC)C(=O)[N+](C)=C(OC)OC
Largest force on an atom in eV/A: 4.52

# 8
The following is a quantum chemistry calculation of one molecule with the formula C6H12O3 in a non-equilibrium geometry, from the Open Molecules 2025 dataset.

Structure (ORCA input):
```
! RIJCOSX wB97M-V def2-TZVPD def2/J DEFGRID3
* xyz 0 1
C -2.30249 1.32430 -0.79456
O -1.46727 0.28107 -0.32860
C -0.09352 0.41664 -0.69814
O 0.01843 -0.10636 -1.97767
C 0.76414 -0.33202 0.35997
C 0.55032 0.32598 1.72166
C 0.40097 -1.81862 0.39623
C 2.19869 -0.15788 -0.10077
O 2.98856 0.60446 0.37929
H -2.29200 1.36948 -1.88793
H -1.97770 2.29201 -0.39855
H -3.30478 1.10128 -0.43549
H 0.20680 1.47465 -0.74924
H -0.60278 -0.88510 -1.93052
H -0.50130 0.28463 1.99152
H 0.87413 1.36390 1.69385
H 1.14342 -0.18579 2.47616
H 0.66347 -2.31213 -0.53825
H 0.92948 -2.30953 1.21070
H -0.66704 -1.92727 0.56799
H 2.47046 -0.80371 -0.95765
*
```

Relative energy (zero: lowest compared OMol25 entry of this formula, charge and spin) in eV: 1.439
Kohn-Sham gap in eV: 10.5
Structure (SMILES): CO[C@H](O)C(C)(C)C=O
Largest force on an atom in eV/A: 1.52

# 9
The following is a quantum chemistry calculation of one molecule with the formula C5H10O in a non-equilibrium geometry, from the Open Molecules 2025 dataset.

Structure (ORCA input):
```
! RIJCOSX wB97M-V def2-TZVPD def2/J DEFGRID3
* xyz 0 1
C 0.16193 -0.25776 -1.85458
C 0.10873 -0.48106 -0.22682
C 1.46968 -0.16920 0.34362
C -0.98196 0.40053 0.33933
C -1.41620 0.43839 1.76681
O -0.64341 1.48719 1.20480
H -0.76337 -0.22499 -2.48494
H 0.70161 -1.13183 -2.20547
H 0.72069 0.65009 -2.14367
H -0.21602 -1.51990 -0.08338
H 2.22758 -0.70971 -0.22358
H 1.54718 -0.43349 1.40257
H 1.64141 0.91036 0.26660
H -1.26183 0.49363 -0.73780
H -2.41688 0.71326 2.11717
H -0.87913 -0.16551 2.51934
*
```

Relative energy (zero: lowest compared OMol25 entry of this formula, charge and spin) in eV: 2.931
Kohn-Sham gap in eV: 10.9
Structure (SMILES): CC(C)[C@H]1CO1
Largest force on an atom in eV/A: 3.99

# 10
The following is a quantum chemistry calculation of a 2-piece molecular cluster, C6H19N4 overall in a non-equilibrium geometry, from the Open Molecules 2025 dataset.

Structure (ORCA input):
```
! RIJCOSX wB97M-V def2-TZVPD def2/J DEFGRID3
* xyz 1 1
C 2.98637 -0.00620 1.44118
C 2.07591 -1.45026 -0.55719
C 2.53569 1.03260 -0.91682
C 0.68127 0.54190 0.45351
C 2.12772 -0.05122 0.12317
C -3.49712 0.05816 0.11229
N -4.81671 -0.10110 0.20679
N -2.60405 -1.31976 -0.22032
N -2.79849 1.10490 0.20653
N -0.38310 0.47531 -0.59756
H 3.89689 -0.43718 1.14701
H 2.96701 1.07646 1.60516
H 2.59509 -0.66771 2.15102
H 1.24327 -1.61201 -1.36678
H 1.80220 -2.18758 0.12736
H 3.11157 -1.57504 -0.93578
H 2.10685 0.72288 -1.77424
H 2.26266 2.09661 -0.53034
H 3.66419 1.04671 -1.17335
H 0.71065 1.54815 0.58933
H 0.35240 0.01052 1.29465
H -5.21276 0.64355 0.74614
H -5.22501 -0.69966 -0.45703
H -3.29356 -2.06431 -0.29622
H -2.14487 -1.65571 0.61753
H -1.22974 1.00564 -0.12494
H -3.33533 1.97563 0.22847
H -0.00723 0.97985 -1.38294
H -0.57179 -0.49115 -0.71661
*
```

Relative energy (zero: lowest compared OMol25 entry of this formula, charge and spin) in eV: 1.538
Kohn-Sham gap in eV: 11.4
Largest force on an atom in eV/A: 5.24

- Among the records above, which one has the lowest largest force on an atom?
  C4H9NO2

- largest force on an atom of number 1 (C3H5NO2S)?
  2.45 eV/A

- Look up the largest force on an atom of the fourth one.
  3.47 eV/A